Entry 1:
95
Properties=species:S:1:pos:R:3:mulliken_charge:R:1 method="wB97M-V/def2-TZVPD" s_squared=3.77 de_lowest_ev=0.478 orbital_gap_ev="6.88 / 6.71" charge=+1 spin_multiplicity=4 e_lumo_ev="-4.4 / -4.9"
Re -0.449 0.330 -1.854 0.0663
Sb -3.181 0.827 -1.978 0.5858
S 1.787 0.911 -0.938 -0.6526
Si 1.658 0.675 1.213 -1.3475
O 2.687 1.670 2.004 0.2756
O 0.150 1.054 1.623 0.6933
O 2.135 -0.845 1.581 0.6753
O -1.709 -1.692 0.066 -0.5029
O -0.205 1.925 -5.525 -0.6151
O -0.165 0.637 -3.717 -0.5411
O 1.389 -1.761 -3.379 -0.5402
O -0.154 -5.852 -1.888 -0.6157
N 0.411 -3.762 -2.690 0.1236
N -0.369 -1.692 -1.791 0.9777
N -0.506 2.446 -2.059 0.6952
C 3.524 -2.359 2.762 -1.6213
C -2.180 0.996 2.098 -1.1384
C 3.321 3.140 3.756 -1.6353
C -0.482 2.929 -3.319 0.6178
C -0.248 1.822 -4.327 0.2863
C 4.599 2.974 1.634 -1.3918
C -0.566 1.960 3.743 -1.4367
C 4.599 -0.667 1.282 -1.2759
C 0.542 -2.344 -2.704 -0.1993
C 3.394 -1.566 1.448 1.4678
C -0.536 4.304 -3.579 -0.7001
C -0.480 5.179 -2.496 -0.5249
C -0.272 -4.634 -1.804 -0.4003
C -4.644 -0.407 -0.862 -0.8914
C -1.308 -3.890 -0.908 2.5325
C -4.104 2.813 -2.212 -1.2306
C -3.937 0.316 -3.928 -1.2116
C -3.103 -3.952 -2.873 -1.1104
C -0.544 4.655 -1.191 -0.8649
C -0.521 3.282 -0.981 -0.4396
C -1.259 -4.414 0.530 -1.5802
C 3.220 2.999 2.242 1.7286
C -2.698 -4.242 -1.416 -1.4214
C 2.277 4.029 1.619 -1.1778
C -1.130 -2.354 -0.814 0.2638
C -0.526 -0.524 3.359 -1.4616
C 0.082 -4.532 1.261 -0.9547
C -0.788 0.859 2.740 1.5454
C 3.246 -2.456 0.199 -1.3198
H -0.091 -5.016 2.273 0.4429
H 5.208 2.169 2.093 0.2663
H -3.367 -3.709 -0.718 0.5391
H -4.872 0.809 -4.149 0.4436
H -0.464 6.257 -2.650 0.4630
H 0.560 -3.563 1.450 -0.1129
H 4.421 0.234 0.647 0.1061
H 0.521 -0.571 3.622 0.3458
H 1.359 3.997 2.203 0.1866
H -4.115 -3.502 -2.851 0.3213
H -2.953 0.691 2.793 0.5413
H -2.430 -3.238 -3.364 0.1637
H -3.166 0.533 -4.694 0.3698
H 2.631 -3.008 2.861 0.2082
H 3.806 4.088 4.011 0.4270
H -0.674 -1.264 2.566 0.0634
H -4.106 3.333 -1.246 0.3855
H 2.361 3.149 4.262 0.3029
H 3.893 2.307 4.135 0.3352
H -1.945 -3.793 1.108 0.5160
H 0.427 1.817 4.189 0.2042
H 5.454 -1.188 0.815 0.5064
H -4.092 -0.767 -3.985 0.3021
H 0.836 -5.185 0.796 0.3749
H -0.521 4.678 -4.614 0.5429
H 4.976 -0.317 2.256 0.3465
H -2.213 0.322 1.224 -0.1785
H 3.121 -1.848 -0.702 0.3700
H 4.394 -2.976 2.874 0.4168
H -5.084 2.833 -2.709 0.4307
H -3.119 -4.848 -3.512 0.3705
H 3.439 -1.659 3.635 0.3276
H -5.663 0.062 -0.887 0.4565
H 2.417 -3.151 0.348 -0.0144
H -3.444 3.437 -2.830 0.3531
H 4.484 2.811 0.525 0.2476
H -0.567 2.945 3.218 0.1702
H -1.358 1.916 4.513 0.4880
H -2.896 -5.280 -1.173 0.5362
H -0.604 5.298 -0.282 0.4895
H -4.544 -1.384 -1.364 0.1534
H 2.046 3.855 0.546 0.1065
H 2.710 5.064 1.668 0.4746
H -2.373 2.030 1.802 0.3688
H -4.336 -0.486 0.189 0.2374
H 5.181 3.906 1.800 0.4662
H -1.770 -5.393 0.494 0.4358
H -0.468 2.759 -0.009 0.7318
H 4.161 -3.083 -0.064 0.4257
H -1.154 -0.623 4.282 0.5253
H 1.025 -4.237 -3.325 0.2872

=====

Entry 2:
19
Properties=species:S:1:pos:R:3:mulliken_charge:R:1 method="wB97M-V/def2-TZVPD" smiles=CC1(O)CCCC1 de_lowest_ev=1.463 orbital_gap_ev=10.44 e_lumo_ev=1.0
O 1.254 0.343 1.481 -0.5269
C -1.758 -0.296 -0.037 -0.5212
C -0.522 -1.140 0.286 -1.0045
C -1.312 1.132 0.261 -0.6587
C 1.855 -0.581 -0.724 -1.2407
C 0.067 1.231 -0.377 -1.0757
C 0.802 0.027 0.192 1.0635
H 2.134 -0.027 -1.630 0.2591
H -2.654 -0.578 0.528 0.3096
H -2.020 -0.381 -1.102 0.2764
H -0.538 -1.531 1.309 0.2730
H 0.575 2.180 -0.168 0.3698
H 2.000 -0.231 1.691 0.4074
H -1.192 1.248 1.345 0.2719
H 2.756 -0.982 -0.237 0.2853
H -2.007 1.887 -0.104 0.3842
H -0.002 1.122 -1.469 0.3574
H -0.558 -2.064 -0.349 0.3844
H 1.120 -1.360 -0.895 0.3855

=====

Entry 3:
45
Properties=species:S:1:pos:R:3:mulliken_charge:R:1 method="wB97M-V/def2-TZVPD" orbital_gap_ev=10.15 e_lumo_ev=0.4
S -2.829 2.260 -0.712 0.6976
O -4.019 1.270 -1.265 -0.3713
O 2.935 0.717 -1.385 -0.4137
O -1.755 2.171 -1.937 -0.3867
O 4.028 -0.592 2.746 -0.4863
O -3.402 3.569 -0.879 -0.6035
O 4.405 -2.147 5.077 -0.5050
N -4.508 -2.005 1.481 -0.5907
C -2.497 -0.557 -0.508 -1.1782
C 1.098 0.472 -2.968 -0.5168
C 1.781 1.341 -1.908 -0.6371
C 4.922 -0.831 4.980 -0.3165
C -0.255 1.032 -3.400 -1.1083
C -4.980 -0.934 0.989 -0.0397
C -5.057 -0.763 -0.500 -1.0786
C -3.806 -0.166 -1.161 0.3801
C -1.242 -0.187 -1.341 -0.1449
C 2.677 -0.101 -0.256 -0.4828
C 5.214 -0.471 3.539 -0.5016
C -1.450 0.835 -2.444 0.5118
H 2.128 2.249 -2.404 0.3266
H 5.832 -0.787 5.577 0.3084
H 4.195 -0.121 5.399 0.2616
H 3.433 0.121 2.997 0.3025
H 3.816 -2.264 4.323 0.3315
H -0.526 0.596 -4.362 0.3581
H 5.623 0.541 3.463 0.3089
H -0.139 2.100 -3.581 0.2999
H -5.919 -0.161 -0.783 0.3588
H 1.056 -0.571 -2.659 0.2812
H -5.340 -0.132 1.638 0.4209
H -2.526 -1.642 -0.402 0.5356
H -5.211 -1.757 -0.923 0.4006
H -3.780 -0.553 -2.181 0.2033
H 2.003 0.419 0.430 0.1820
H 3.622 -0.260 0.255 0.2167
H 1.090 1.625 -1.110 0.3900
H -2.306 0.554 -3.056 0.2565
H -0.444 0.130 -0.673 0.0097
H -0.894 -1.097 -1.830 0.3964
H 1.756 0.492 -3.840 0.3890
H -2.417 -0.182 0.511 0.4176
H 2.274 -1.073 -0.551 0.2572
H 5.929 -1.174 3.116 0.2979
H -4.515 -1.967 2.498 0.2613

=====

Entry 4:
41
Properties=species:S:1:pos:R:3:mulliken_charge:R:1 method="wB97M-V/def2-TZVPD" s_squared=0.76 orbital_gap_ev="8.65 / 9.10" charge=+2 spin_multiplicity=2 e_lumo_ev="-7.4 / -6.8"
Co 0.592 -0.250 0.667 -0.3266
N -0.444 0.401 -0.753 0.9909
N 2.198 0.409 -0.415 -0.1126
N -0.319 -2.010 0.310 0.0245
N -0.588 0.842 1.866 0.0370
C -0.455 -3.100 1.075 0.0183
C -2.331 2.588 3.098 -0.2286
C 4.428 0.601 -1.222 -0.7199
C -1.121 -4.227 0.632 -0.7639
C -0.612 -0.733 -1.705 -0.8505
C 0.301 1.529 -1.379 -0.7983
C -0.409 1.183 3.150 0.0751
C -1.264 2.048 3.802 -0.7556
C -0.857 -2.003 -0.924 0.5340
C 1.775 1.212 -1.409 0.5407
C -1.622 1.362 1.187 0.6350
C 3.990 1.425 -2.249 -0.2636
C 3.501 0.107 -0.327 0.0340
C -2.512 2.245 1.766 -1.0664
C -1.677 -4.217 -0.639 -0.2586
C -1.766 0.853 -0.224 -0.9917
C -1.550 -3.083 -1.430 -0.9987
C 2.640 1.733 -2.350 -1.0119
H 2.270 2.368 -3.143 0.4556
H -3.332 2.653 1.190 0.4661
H 0.306 -0.818 -2.291 0.4870
H -0.019 -3.060 2.065 0.4678
H -1.204 -5.091 1.276 0.4320
H -3.014 3.274 3.580 0.4502
H -2.213 -5.082 -1.008 0.4493
H -2.440 -0.006 -0.231 0.4744
H 3.797 -0.547 0.483 0.4695
H 0.443 0.749 3.657 0.4759
H -1.091 2.296 4.839 0.4289
H 5.471 0.340 -1.117 0.4289
H -1.430 -0.524 -2.397 0.4764
H -2.189 1.608 -0.888 0.4612
H -1.982 -3.042 -2.421 0.4697
H -0.089 1.729 -2.380 0.4317
H 0.124 2.419 -0.770 0.4840
H 4.693 1.822 -2.969 0.4487

=====

Entry 5:
218
Properties=species:S:1:pos:R:3:mulliken_charge:R:1 method="wB97M-V/def2-TZVPD" de_lowest_ev=1.272 orbital_gap_ev=7.21 charge=+1 e_lumo_ev=-2.9
Hg -15.755 -10.010 7.369 2.0446
O -16.716 -10.178 4.669 0.0308
O -12.771 -11.410 9.761 -0.4510
O -24.185 -8.296 13.366 -0.3808
O -18.973 -14.387 12.059 1.1879
O -19.604 -13.695 9.739 0.5611
O -14.882 -11.974 5.983 -0.0544
O -14.665 -15.975 10.827 -0.4229
O -22.891 -12.255 5.400 -0.2490
O -23.411 -11.880 17.660 -0.3897
O -15.959 -16.398 15.197 -0.4607
O -19.929 -12.229 11.655 1.5063
O -20.916 -11.985 13.657 -0.8058
O -17.532 -9.813 12.437 0.1410
O -19.137 -13.210 7.663 0.0482
O -16.664 -11.979 8.919 0.1671
O -17.840 -12.639 10.717 -0.1015
O -19.625 -14.585 14.171 -0.7902
O -16.822 -12.634 19.026 -0.3387
O -17.625 -16.644 2.317 -0.3981
O -22.161 -16.991 11.331 -0.5228
N -15.116 -9.466 9.908 0.2975
N -17.736 -9.497 7.128 -0.6461
N -19.024 -9.564 9.966 0.6858
N -24.140 -14.602 17.766 -0.6896
N -13.559 -9.932 7.237 -0.4883
N -22.850 -11.060 8.064 -0.3942
N -17.580 -17.234 8.999 -0.1887
N -17.277 -11.078 16.769 -0.4431
N -21.375 -16.240 7.761 -0.3893
N -17.975 -15.663 5.899 0.2696
N -17.615 -18.863 14.960 -0.7155
N -21.848 -9.916 10.995 0.0391
C -19.061 -14.680 3.974 -1.5406
C -19.702 -11.050 17.164 -0.8633
C -23.988 -10.965 12.019 -0.8107
C -19.593 -13.980 13.142 0.2583
C -15.830 -15.254 15.949 -0.7680
C -18.724 -17.814 13.100 -0.7120
C -18.458 -15.950 4.533 0.7338
C -23.397 -12.667 4.160 -0.7964
C -23.003 -8.713 12.712 0.1267
C -18.350 -11.197 17.840 0.2119
C -18.545 -8.385 10.742 1.3402
C -18.182 -12.521 18.651 -0.4711
C -17.128 -16.452 14.373 0.3358
C -21.998 -16.897 8.886 0.2515
C -21.872 -18.386 8.786 -1.4817
C -23.788 -10.546 17.487 -0.6917
C -17.445 -17.867 13.901 0.2508
C -11.404 -10.447 6.099 -1.4108
C -12.963 -10.572 5.997 0.4335
C -22.102 -16.201 12.531 -0.5200
C -14.173 -9.046 12.170 -1.3662
C -19.907 -10.316 6.528 -1.3453
C -17.480 -10.462 13.698 -1.1840
C -14.394 -15.349 12.048 -0.5169
C -17.277 -16.381 3.687 -0.5991
C -21.457 -16.476 10.267 2.2354
C -16.191 -9.812 3.440 -0.9701
C -19.285 -7.110 10.535 -1.3850
C -17.621 -12.496 9.469 -0.4652
C -12.619 -12.789 9.610 -1.0096
C -13.924 -9.663 10.795 -0.1895
C -18.491 -8.747 12.228 -0.7353
C -23.209 -14.039 16.824 0.6228
C -15.956 -16.489 10.692 0.6026
C -16.461 -13.823 19.786 -0.7645
C -17.644 -17.955 1.870 -0.6898
C -18.860 -13.177 8.811 0.5560
C -23.166 -14.774 15.505 -1.1148
C -15.485 -13.254 5.994 0.2371
C -13.508 -11.092 10.907 -0.2518
C -23.343 -13.316 8.934 -1.2261
C -16.188 -16.836 9.250 -0.2725
C -23.210 -9.695 11.553 0.2940
C -22.718 -12.511 7.795 2.6617
C -18.124 -10.202 4.756 -1.3842
C -15.725 -15.670 8.316 -1.4430
C -20.221 -12.605 12.857 -0.2276
C -23.331 -13.025 6.534 -1.4061
C -23.313 -12.547 16.442 -0.0123
C -24.843 -7.243 12.796 -0.7169
C -18.461 -10.421 6.219 2.9194
C -13.437 -12.005 5.960 -1.0047
B -19.111 -13.333 11.020 -1.5884
H -23.701 -10.017 18.439 0.2955
H -16.204 -14.347 15.424 0.0888
H -24.929 -14.979 17.228 0.2813
H -16.997 -15.807 13.464 -0.3389
H -19.173 -16.763 4.448 0.3044
H -18.320 -10.283 14.386 0.3024
H -16.544 -10.139 14.273 0.3082
H -14.524 -16.011 12.919 0.2892
H -18.714 -12.400 19.608 0.4491
H -22.890 -15.852 15.596 0.3252
H -24.334 -11.540 11.164 0.0770
H -16.560 -15.539 3.602 -0.1013
H -18.536 -9.278 4.460 0.6503
H -20.198 -10.762 7.504 -0.1983
H -24.425 -12.940 6.647 0.4832
H -20.392 -16.520 7.865 0.1439
H -24.776 -10.377 16.971 0.3068
H -20.398 -10.922 18.047 0.3101
H -15.397 -13.868 19.839 0.2719
H -15.803 -15.903 7.254 0.5303
H -17.501 -8.304 10.444 -0.9811
H -11.105 -9.409 6.081 0.4298
H -18.193 -17.892 0.954 0.2611
H -17.861 -16.532 6.377 0.1859
H -23.610 -14.317 8.549 0.3591
H -16.887 -14.734 19.311 0.2863
H -19.541 -8.999 12.495 0.0570
H -24.440 -12.989 4.248 0.3403
H -10.871 -11.060 5.358 0.3825
H -14.806 -9.695 12.822 0.0220
H -19.161 -6.612 9.488 0.2947
H -13.160 -12.496 5.070 0.5822
H -18.611 -16.961 12.400 -0.2337
H -23.299 -11.579 12.598 -0.0631
H -13.208 -8.986 7.178 0.4177
H -22.440 -7.839 12.236 0.1952
H -16.635 -18.295 1.666 0.2710
H -21.982 -18.711 7.682 0.3814
H -16.968 -9.480 2.742 0.4376
H -19.907 -14.365 4.651 0.1951
H -24.256 -12.826 9.289 0.4804
H -19.914 -12.034 16.697 -0.0553
H -14.664 -15.440 8.558 0.4473
H -21.057 -16.178 12.843 -0.0702
H -19.448 -14.865 3.015 0.5886
H -15.758 -13.546 6.959 -0.4406
H -17.470 -11.808 16.097 -0.0647
H -18.147 -17.148 9.853 -0.3419
H -11.116 -10.810 7.068 0.3172
H -22.118 -10.343 10.109 -0.1522
H -18.198 -7.853 12.725 0.8430
H -12.897 -11.141 11.848 0.4425
H -23.854 -9.284 10.829 0.7159
H -16.760 -13.721 20.811 0.3068
H -13.262 -9.992 5.070 0.1022
H -13.557 -13.283 9.252 0.2989
H -16.459 -13.096 5.374 -0.3804
H -22.598 -15.251 12.406 0.3544
H -13.408 -15.007 11.977 0.4747
H -24.138 -12.261 15.631 0.1919
H -16.811 -17.228 4.107 0.6106
H -20.039 -9.697 10.163 0.2872
H -25.438 -6.637 13.475 0.2808
H -19.548 -17.608 13.817 0.2612
H -18.154 -11.440 6.471 -1.4489
H -18.372 -18.641 15.617 0.2787
H -15.380 -8.449 10.000 0.2489
H -23.810 -10.815 8.280 0.3636
H -22.316 -12.324 15.952 -0.1557
H -17.369 -11.525 13.480 0.3160
H -22.520 -14.320 14.748 -0.1207
H -14.696 -8.055 12.115 0.4069
H -22.206 -14.150 17.283 0.0045
H -24.815 -10.718 12.720 0.4333
H -13.298 -8.872 12.718 0.6233
H -16.828 -19.038 15.513 0.2587
H -18.626 -13.384 18.073 0.2585
H -24.151 -6.500 12.379 0.2892
H -23.103 -14.090 6.420 0.4914
H -22.725 -13.303 9.847 -0.1293
H -22.668 -16.715 13.274 0.4360
H -20.346 -16.799 10.315 -0.8721
H -18.142 -18.615 2.601 0.3130
H -16.616 -18.227 13.233 0.0157
H -21.373 -15.202 7.811 -0.1502
H -16.297 -14.768 8.598 -0.1593
H -24.152 -14.765 15.083 0.5353
H -20.827 -18.729 9.094 0.2031
H -22.690 -18.840 9.348 0.3811
H -21.662 -12.762 7.765 -1.7180
H -15.452 -8.962 3.636 0.2399
H -12.322 -13.183 10.573 0.4088
H -20.527 -11.042 5.939 0.3978
H -23.063 -10.117 16.777 0.2208
H -18.487 -10.984 4.130 0.4513
H -17.707 -8.527 6.813 0.4675
H -25.432 -7.643 11.967 0.2805
H -13.044 -9.097 10.470 0.3404
H -15.068 -14.534 12.133 -0.0169
H -18.210 -9.555 8.100 0.0591
H -14.806 -15.197 16.231 0.4304
H -17.988 -16.043 14.898 0.4519
H -21.441 -15.357 10.246 -0.8721
H -14.841 -14.055 5.500 0.5374
H -18.249 -10.305 18.495 0.3160
H -18.675 -15.094 6.326 -0.7943
H -20.359 -7.254 10.676 0.0581
H -16.679 -15.703 11.014 -0.4224
H -22.771 -13.465 3.642 0.2104
H -11.956 -12.900 8.795 0.4069
H -18.505 -10.334 10.430 -1.0309
H -16.048 -17.421 11.352 0.0053
H -13.048 -12.519 6.878 0.1585
H -13.191 -10.319 8.146 0.2527
H -21.445 -10.665 11.567 -0.6907
H -18.928 -18.756 12.586 0.4862
H -15.616 -10.604 3.026 0.2611
H -18.296 -13.941 3.932 0.1544
H -15.843 -9.957 10.348 -0.5987
H -15.579 -17.667 9.001 0.7781
H -16.352 -15.347 16.875 0.4229
H -23.353 -11.808 3.479 0.2750
H -23.101 -16.554 8.829 0.2703
H -19.722 -10.327 16.338 0.2749
H -20.398 -9.328 6.417 0.3677
H -16.383 -11.349 17.152 0.3255
H -22.650 -10.584 7.178 0.2625
H -17.622 -18.267 8.886 0.3588
H -18.819 -6.414 11.208 0.5027
H -22.413 -9.244 13.474 -0.3099
H -14.417 -11.725 11.084 -0.0030
H -24.493 -13.850 18.285 0.3086

=====

Entry 6:
39
Properties=species:S:1:pos:R:3:mulliken_charge:R:1 method="wB97M-V/def2-TZVPD" smiles="C=CCC[C@H](N)CO.O.O.O.O.O.O" de_lowest_ev=0.774 orbital_gap_ev=9.85 e_lumo_ev=0.4
O -2.750 0.110 1.081 -0.7399
O -0.989 -0.961 2.858 -0.6790
O -2.463 -2.254 -0.342 -0.8519
O -0.239 -2.973 1.149 -0.6784
O -2.157 1.332 -1.090 -0.7700
O -1.646 -0.922 -2.557 -0.8389
O 0.307 1.719 -2.453 -0.6130
N 1.278 -1.150 -1.679 -0.7019
C 1.385 0.107 -0.924 1.5295
C 2.102 0.728 1.453 -0.3850
C 1.544 1.242 -1.946 -0.9467
C 0.229 2.381 1.594 -0.7582
C 1.494 2.096 1.318 -0.1746
C 2.537 0.134 0.100 -1.2869
H 0.995 -1.906 -1.065 0.2048
H -3.651 0.438 1.230 0.2711
H -2.070 0.572 -1.721 0.4681
H 0.433 0.255 -0.417 -0.2798
H -0.409 -2.312 1.863 0.4228
H -2.424 0.615 0.262 0.4432
H -0.135 1.039 -2.961 0.3221
H -1.617 -0.445 2.302 0.3853
H -1.303 1.792 -1.217 0.3432
H 2.884 -0.881 0.308 0.3961
H -1.654 -2.607 0.084 0.4479
H -0.187 3.373 1.489 0.2747
H -1.489 -1.195 3.645 0.2828
H 2.021 2.110 -1.488 0.3585
H 2.191 2.833 0.927 0.3587
H 1.414 0.054 1.970 0.1871
H -0.702 -1.171 -2.473 0.3062
H 2.200 0.914 -2.761 0.3638
H -0.486 -3.830 1.503 0.2754
H 3.384 0.701 -0.300 0.3420
H -2.083 -1.470 -1.862 0.4805
H 2.154 -1.407 -2.116 0.2380
H -2.640 -1.458 0.198 0.4325
H -0.445 1.606 1.944 0.1615
H 2.987 0.791 2.095 0.4083